Density functional theory data (ωB97M-V/def2-TZVPD) for 2 unconnected molecules or ions with the total composition C16H34N4O4.

```
58
Properties=species:S:1:pos:R:3:forces:R:3
N 6.454 0.971 -1.263 -0.07 0.16 0.14
C 5.398 0.769 -2.247 0.03 -0.05 -0.05
C 4.176 1.648 -2.035 -0.02 0.06 -0.08
N 3.628 1.568 -0.630 -0.08 -0.02 -0.01
C 3.981 2.757 0.216 0.02 0.03 0.01
C 3.198 2.706 1.551 -0.12 0.08 -0.01
O 2.684 1.420 1.822 0.26 -0.16 -0.05
C 1.848 0.821 0.833 -0.19 0.05 -0.04
C 2.167 -0.694 0.898 -0.01 -0.09 0.13
O 2.560 -1.203 -0.377 -0.09 0.09 -0.10
N 1.473 -1.959 -0.967 -0.09 0.17 -0.30
O 1.583 -1.998 -2.118 0.12 -0.15 0.36
C 2.140 1.426 -0.534 -0.08 -0.06 -0.04
H 7.046 0.155 -1.181 0.09 0.04 -0.12
H 6.131 1.182 -0.329 -0.02 -0.10 0.00
H 5.080 -0.276 -2.329 -0.07 0.03 0.09
H 5.783 1.061 -3.228 -0.04 -0.13 -0.02
H 3.385 1.307 -2.700 0.02 0.05 -0.03
H 4.375 2.697 -2.246 0.07 -0.02 0.08
H 4.018 0.720 -0.208 0.03 0.02 0.01
H 3.681 3.624 -0.372 0.07 0.02 0.04
H 5.061 2.795 0.345 -0.03 -0.08 0.03
H 3.870 2.923 2.377 -0.02 0.08 -0.02
H 2.409 3.464 1.553 -0.03 -0.06 -0.04
H 0.787 0.985 1.053 0.07 0.04 0.14
H 3.008 -0.838 1.576 -0.04 0.00 0.01
H 1.312 -1.253 1.280 -0.01 0.01 -0.11
H 1.773 0.800 -1.341 0.06 -0.01 0.03
H 1.719 2.425 -0.644 -0.03 -0.03 0.01
C -5.300 -0.034 0.819 -0.03 0.00 0.04
C -3.838 0.242 0.468 0.11 -0.04 0.17
C -3.580 0.090 -1.037 0.03 0.02 -0.05
C -3.638 -1.356 -1.523 -0.04 0.04 0.05
C -2.700 -2.251 -0.718 0.05 -0.08 -0.06
C -2.911 -2.161 0.799 0.04 0.06 0.15
N -2.895 -0.702 1.171 0.14 0.01 -0.41
O -1.722 -0.231 1.382 -0.09 0.09 0.05
C -4.199 -2.863 1.229 -0.04 0.06 0.04
C -1.754 -2.825 1.534 0.06 -0.15 -0.02
C -3.510 1.659 0.926 -0.02 0.00 -0.05
H -5.885 0.848 0.560 -0.01 0.00 0.01
H -5.730 -0.871 0.277 0.00 0.04 0.00
H -5.416 -0.214 1.888 -0.01 0.01 -0.01
H -2.585 0.497 -1.248 0.00 0.01 0.02
H -4.302 0.711 -1.573 0.01 -0.01 -0.03
H -4.661 -1.738 -1.480 0.00 0.02 0.03
H -3.349 -1.389 -2.575 -0.04 -0.03 -0.02
H -2.820 -3.296 -1.014 0.02 0.01 -0.04
H -1.662 -1.976 -0.936 0.00 0.04 0.03
H -4.434 -2.635 2.269 -0.01 -0.01 0.00
H -4.045 -3.938 1.144 0.01 -0.01 0.01
H -5.060 -2.613 0.618 0.03 -0.04 0.00
H -0.795 -2.431 1.208 0.00 0.00 0.00
H -1.774 -3.897 1.332 -0.02 0.02 0.00
H -1.841 -2.672 2.610 -0.01 -0.01 0.00
H -3.651 1.760 2.002 0.00 -0.01 0.00
H -4.188 2.349 0.421 0.01 0.00 0.01
H -2.486 1.933 0.689 0.02 0.00 -0.01
```
Forces are in eV/Å.

Summary:
E_LUMO (spin up / spin down) = -3.128 / -3.132 eV
Spin multiplicity = 2
Net charge = +1

How positive or negative is each atom? The Mulliken charges in e answer that: N -0.53; C -0.56; C -0.48; N 0.24; C -0.75; C -0.53; O -0.45; C 0.41; C -0.61; O -0.24; N 0.26; O -0.33; C -1.10; H 0.28; H 0.17; H 0.32; H 0.37; H 0.30; H 0.35; H 0.40; H 0.46; H 0.46; H 0.37; H 0.30; H 0.44; H 0.37; H 0.15; H 0.44; H 0.40; C -1.70; C 1.72; C -1.17; C -0.53; C -0.93; C 1.72; N 0.37; O -0.50; C -1.77; C -1.41; C -1.79; H 0.47; H 0.27; H 0.35; H 0.29; H 0.37; H 0.33; H 0.41; H 0.41; H 0.06; H 0.36; H 0.46; H 0.27; H -0.02; H 0.44; H 0.48; H 0.46; H 0.44; H 0.26

***

Density functional theory data (ωB97M-V/def2-TZVPD) for C16H34O2S in the gas phase in a non-equilibrium geometry.

```
53
Properties=species:S:1:pos:R:3:forces:R:3
C -5.034 0.497 0.385 0.68 3.39 1.24
C -5.334 -0.641 -0.579 1.29 0.23 -1.32
C -4.177 -1.805 -0.591 -3.45 -2.37 2.69
C -2.928 -1.877 -1.500 2.69 -0.17 3.94
C -1.807 -0.989 -0.617 -0.77 -1.84 -0.56
C -0.873 -1.900 0.275 -2.43 2.07 0.47
C 0.399 -1.248 0.772 -0.87 0.47 1.63
C 1.061 -2.406 1.561 -1.53 0.57 3.36
C 1.941 -3.220 0.704 1.18 0.14 -0.88
C 3.308 -2.634 0.389 3.34 -0.44 0.41
C 3.278 -1.380 -0.506 -3.67 -0.48 3.51
C 3.356 -0.118 0.271 0.11 3.07 0.79
C 2.115 1.376 -1.382 -1.20 1.42 -1.11
C 1.183 2.068 -0.401 -0.78 1.74 2.95
C -1.055 3.164 -0.204 4.93 -1.33 1.63
C -1.499 2.868 1.186 -1.19 -1.28 2.86
H -4.010 1.019 0.180 -1.83 -0.74 0.25
H -5.019 0.296 1.559 -0.04 -0.33 -2.58
H -5.861 1.333 0.298 1.61 -1.49 0.03
H -5.737 -0.279 -1.635 1.24 -0.63 2.10
H -6.179 -1.049 -0.076 -0.82 -1.14 -0.17
H -3.980 -1.860 0.590 0.23 -0.05 -2.55
H -4.900 -2.732 -0.710 1.72 1.32 -0.14
H -2.260 -2.893 -1.552 -2.69 1.93 -0.32
H -3.288 -1.472 -2.410 0.64 0.33 -1.32
H -2.418 -0.334 -0.004 0.44 0.42 0.01
H -1.128 -0.461 -1.255 0.11 0.70 -0.47
H -0.624 -2.717 -0.281 0.76 -2.46 -1.90
H -1.373 -2.359 1.175 -0.05 0.84 -0.91
H 1.038 -0.742 -0.025 -1.34 -0.83 1.39
H -0.018 -0.544 1.546 1.01 0.18 -0.88
H 1.566 -2.085 2.658 -0.87 -0.67 -3.15
H 0.140 -3.082 1.941 2.23 1.36 -0.73
H 1.579 -3.426 -0.323 -0.67 0.31 0.53
H 1.973 -4.174 1.145 0.73 -1.45 0.57
H 3.877 -3.404 -0.220 -0.69 0.59 0.65
H 4.119 -2.417 1.273 -2.39 -0.57 -1.54
H 2.402 -1.398 -1.109 -0.89 -0.24 -0.56
H 4.005 -1.364 -1.154 4.38 -0.18 -3.33
H 4.234 -0.189 0.900 -0.10 0.07 0.66
H 2.425 0.303 0.834 1.95 -1.44 -0.70
H 2.068 1.787 -2.416 -0.20 0.30 0.86
H 1.783 0.376 -1.524 -0.19 -0.89 -0.12
H 1.008 1.627 0.661 1.22 -0.01 -1.80
H 1.515 3.110 -0.115 0.33 -0.81 -0.60
H -0.482 4.111 0.066 -0.56 -0.66 -1.46
H -1.903 3.216 -0.765 -1.92 0.61 -2.13
H -2.134 3.805 1.424 0.39 -1.56 -0.18
H -2.063 1.862 1.507 0.71 2.14 -1.54
H -0.628 2.541 2.946 0.28 0.47 -1.07
O -0.115 2.187 -0.901 -2.90 1.23 -0.16
O -0.353 2.881 2.063 -0.36 -0.16 0.71
S 3.776 1.407 -0.813 0.20 -1.68 0.94
```
Forces are in eV/Å.

Summary:
E_LUMO = 0.601 eV

How positive or negative is each atom? The Mulliken charges in e answer that: C -0.73; C -0.32; C -0.60; C -0.54; C 0.24; C -1.82; C 2.01; C -0.58; C -0.87; C -0.80; C -0.91; C -0.56; C -0.31; C -0.07; C -0.74; C -0.17; H -0.09; H 0.24; H 0.36; H 0.28; H 0.29; H 0.17; H 0.27; H 0.26; H 0.39; H -0.28; H 0.31; H 0.58; H 0.22; H -1.46; H -0.03; H 0.26; H 0.44; H 0.26; H 0.45; H 0.30; H 0.30; H 0.31; H 0.89; H 0.49; H 0.08; H 0.43; H -0.03; H 0.16; H 0.37; H 0.32; H 0.46; H 0.28; H 0.26; H 0.32; O -0.40; O -0.54; S -0.17

***

Density functional theory data (ωB97M-V/def2-TZVPD) for a molecular structure, C16H35AlB3Cl2F9IKNO7P in a non-equilibrium geometry.

```
77
Properties=species:S:1:pos:R:3:forces:R:3
C 0.139 1.025 3.539 0.21 -0.35 -0.97
C 0.123 0.692 2.154 -1.05 -0.75 0.86
P -0.949 -0.702 1.679 -0.03 3.78 0.71
O -1.028 -1.656 3.018 -0.67 0.33 -2.54
B -1.790 -2.850 2.869 -1.46 -1.22 1.23
O -2.945 -2.962 3.657 1.84 0.45 -0.33
O -1.452 -3.923 2.038 0.54 1.88 -0.19
B 0.047 -1.522 0.208 1.51 -0.57 -0.85
C 1.134 -2.584 0.656 -0.86 0.59 0.20
O -0.180 -1.176 -1.161 2.40 -0.17 3.57
C -2.602 -0.017 1.157 -0.45 -0.64 -0.56
I -2.226 1.636 -0.225 0.16 -0.58 0.46
C -3.565 -1.054 0.479 -0.39 -0.68 1.33
C -4.780 -1.287 1.449 0.00 0.70 -0.42
H 0.942 0.614 4.181 0.57 2.06 -0.36
H -0.666 1.656 3.966 -0.45 -1.85 0.43
H 0.756 1.212 1.419 1.10 -1.56 0.43
H -2.764 -3.647 4.318 -0.64 -0.19 -0.05
H -2.077 -4.000 1.311 -0.24 -0.64 0.26
H 0.850 -3.602 0.322 0.25 0.36 0.06
H 1.174 -2.626 1.762 0.22 -0.07 -0.59
H 2.134 -2.345 0.246 -0.40 -0.15 0.12
H 0.171 -1.953 -1.655 2.12 1.52 1.05
H -3.093 0.460 2.026 0.32 -0.27 -0.41
H -3.900 -0.755 -0.529 0.12 0.03 0.54
H -3.073 -2.059 0.382 0.04 0.61 -0.08
H -5.315 -2.226 1.226 0.19 0.48 0.15
H -4.460 -1.265 2.508 -0.04 -0.37 -0.59
H -5.466 -0.423 1.338 0.18 -0.57 -0.02
C 3.222 -5.654 -1.371 0.65 -0.12 0.36
Cl 1.670 -5.008 -1.969 -0.32 0.04 -0.22
Cl 3.735 -4.887 0.128 -0.05 -0.07 -0.15
H 3.104 -6.718 -1.196 -0.20 0.08 -0.01
H 3.980 -5.483 -2.129 -0.14 0.15 -0.03
C 3.190 -1.752 4.986 -0.24 -0.44 -0.14
C 3.703 -0.357 4.722 0.41 0.11 0.31
O 4.986 -0.380 5.275 -0.81 -0.05 -0.32
C 5.420 -1.681 5.174 1.16 -0.22 -0.08
O 6.533 -2.015 5.255 0.24 -0.20 0.35
O 4.370 -2.526 4.923 -0.49 0.25 -0.05
F 2.929 0.569 5.372 -0.16 0.19 -0.06
H 2.738 -1.842 5.978 0.01 0.23 0.01
H 2.469 -2.087 4.237 0.10 -0.10 -0.06
H 3.775 -0.088 3.664 -0.15 0.17 0.03
F 8.733 -0.931 2.831 0.39 -1.18 0.30
Al 9.816 -2.289 2.919 0.20 0.64 -0.31
F 8.892 -3.765 2.743 0.40 0.70 0.13
F 10.613 -2.298 4.472 -0.53 -0.14 -0.86
F 11.005 -2.205 1.658 -0.75 -0.37 0.93
B 9.714 1.322 0.113 0.32 -0.35 0.53
F 8.642 2.258 0.177 -0.06 0.05 -0.09
F 9.218 0.082 -0.344 -0.07 0.26 -0.11
F 10.692 1.801 -0.797 -0.16 0.06 -0.01
F 10.291 1.178 1.396 -0.22 0.28 -0.60
C -5.316 2.138 -2.789 0.05 -0.12 0.05
C -5.757 2.942 -4.003 0.10 -0.06 -0.01
N -5.240 4.298 -4.012 -0.07 0.21 0.01
C -5.871 5.145 -5.018 -0.25 0.11 -0.02
C -5.660 4.788 -6.491 0.06 0.09 -0.11
C -3.796 4.426 -3.902 0.15 -0.11 0.25
C -2.928 3.738 -4.960 0.19 0.05 -0.03
H -5.588 2.643 -1.860 0.06 0.06 -0.03
H -5.806 1.161 -2.795 -0.03 0.03 -0.03
H -4.237 1.960 -2.787 -0.01 0.03 0.00
H -6.849 2.988 -3.984 0.03 0.16 -0.11
H -5.484 2.388 -4.913 -0.04 -0.10 0.00
H -5.556 6.180 -4.856 0.12 -0.08 0.08
H -6.948 5.147 -4.820 0.04 -0.12 0.09
H -4.662 5.060 -6.834 0.00 -0.08 -0.01
H -6.368 5.345 -7.107 0.00 -0.01 0.03
H -5.821 3.728 -6.690 0.01 0.01 0.02
H -3.496 4.048 -2.917 -0.09 -0.05 -0.01
H -3.536 5.488 -3.865 -0.19 0.00 -0.10
H -3.272 2.727 -5.189 -0.04 0.02 -0.01
H -1.900 3.659 -4.597 -0.02 0.02 0.00
H -2.890 4.309 -5.886 -0.05 -0.11 -0.04
K -1.601 -2.211 -2.277 -4.63 -2.09 -3.27
```
Forces are in eV/Å.

Summary:
E_LUMO = -5.451 eV

How positive or negative is each atom? The Mulliken charges in e answer that: C -0.53; C -0.44; P 0.97; O -0.42; B 0.53; O -0.70; O -0.39; B 0.57; C -0.48; O -1.17; C -0.93; I 0.21; C 0.14; C -1.44; H 0.17; H 0.28; H 0.52; H 0.32; H 0.32; H 0.19; H 0.03; H 0.44; H 0.53; H 0.82; H 0.53; H -0.24; H 0.36; H 0.34; H 0.38; C -0.31; Cl -0.18; Cl -0.08; H 0.31; H 0.31; C -0.11; C 0.35; O -0.30; C 0.48; O -0.34; O -0.33; F -0.34; H 0.27; H -0.02; H 0.34; F -0.40; Al 0.77; F -0.48; F -0.47; F -0.41; B 0.67; F -0.44; F -0.42; F -0.42; F -0.39; C -1.18; C -0.41; N 0.08; C -0.69; C -0.96; C -0.60; C -0.97; H 0.33; H 0.46; H 0.09; H 0.45; H 0.25; H 0.36; H 0.41; H 0.23; H 0.39; H 0.27; H 0.24; H 0.37; H 0.23; H 0.38; H 0.28; K 1.03

***

Energy values (in a.u.) by entry order: -1149.62170, -1178.45218, -4587.47735.